Below is 2 unconnected molecules or ions with the total composition C6H12O, with properties calculated with wB97M-V/def2-TZVPD.

Element x y z (Å)
H  3.1236  -1.3730  0.2869
C  0.3721  2.2904  -1.0699
H  -1.0539  -1.2555  -0.2272
H  -0.4638  -1.3592  2.2047
C  2.3181  -0.9338  -0.3093
H  -1.7410  1.5172  -1.0712
C  -0.7062  1.3370  -0.7554
H  2.3134  0.1519  -0.1827
C  -1.4716  -1.0683  1.8915
H  0.8310  3.2374  -0.8278
H  -2.4793  -0.2711  0.1534
H  2.4716  -1.1845  -1.3665
H  1.3483  -1.3212  0.0248
H  -1.8424  -0.3115  2.5898
C  -1.4540  -0.5108  0.4815
H  -2.1215  -1.9476  1.9494
H  0.8713  0.5570  -2.4841
O  -0.6575  0.6556  0.4717
C  0.3820  1.1867  -1.7565

As for the relative energy (zero: lowest compared OMol25 entry of this formula, charge and spin): 317.6 kJ/mol. Its molar mass is 100.16 g mol⁻¹. As for the frontier orbital gap: 10.63 eV. As for the largest force on an atom: 0.3 eV/Å.